Below is a structure of composition C12H15FNO in a non-equilibrium geometry, with properties calculated with wB97M-V/def2-TZVPD.

```
30
Properties=species:S:1:pos:R:3:nbo_charge:R:1
C 3.390 0.656 0.025 -0.19
C 2.628 1.326 -0.932 -0.15
C 2.823 0.172 1.167 -0.15
C 1.257 1.098 -1.061 -0.34
C 1.425 0.108 1.182 -0.30
C 0.754 0.549 0.091 0.33
C 0.307 -1.871 -1.324 -0.30
C -0.855 -1.673 -0.672 -0.03
C -1.470 2.002 -0.284 0.71
C -1.104 -2.655 0.485 -0.66
C -2.028 2.880 0.810 -0.72
C -1.572 -0.402 -0.860 -0.27
N -1.177 0.634 0.119 0.08
O -1.372 2.252 -1.451 -0.47
F -1.433 0.479 1.429 -0.17
H 4.426 0.701 -0.037 0.24
H 3.215 1.843 -1.733 0.25
H 3.199 -0.274 2.108 0.26
H 0.790 1.519 -1.886 0.28
H 0.973 -0.216 1.994 0.24
H 0.712 -1.189 -2.050 0.19
H 0.779 -2.757 -1.323 0.21
H -1.333 -2.229 1.465 0.23
H -0.404 -3.454 0.673 0.24
H -2.126 -3.156 0.253 0.23
H -1.783 3.824 0.562 0.26
H -1.520 2.801 1.754 0.25
H -3.060 2.762 0.925 0.27
H -1.339 -0.062 -1.785 0.27
H -2.599 -0.399 -0.747 0.23
```

Output
Total charge: +1
E_tot, eV: -18929.599
Energy above the lowest of the compared OMol25 structures with the same formula, charge and spin, kJ/mol: 306.9
HOMO, eV: -13.07